[1]
Density functional theory data (the ωB97M-V functional and the def2-TZVPD basis) for a cluster of 2 separate species, C2H8O in total.

The geometry in XYZ format:
```
11
Properties=species:S:1:pos:R:3:forces:R:3
C 0.54559 -2.85256 1.93537 -0.1 -0.2 -0.1
O 0.69977 -1.70060 2.74148 0.2 0.0 0.1
H 0.55100 -2.64690 0.86027 -0.1 0.2 0.1
H 1.39097 -3.50421 2.11904 0.2 -0.1 0.2
H -0.35497 -3.41641 2.20415 0.0 0.1 -0.1
H 0.19317 -0.97009 2.38429 -0.1 0.0 -0.1
C -1.02479 4.15328 -4.11404 -0.1 0.5 0.0
H 0.05255 4.11219 -3.98896 0.1 0.0 0.2
H -1.46893 4.87891 -3.42389 0.2 -0.2 0.0
H -1.45699 3.17373 -3.95036 -0.1 -0.1 -0.1
H -1.22772 4.51721 -5.11688 -0.1 -0.2 -0.2
```
Positions in Å, forces in eV/Å.

Values from the calculation:
SMILES: CO.C
LUMO, eV: 1.04
ΔE to the lowest compared entry with this formula, charge and spin, kcal per mole: 11.4
Orbital gap, eV: 11.503
Multiplicity: 1


[2]
Density functional theory data (the ωB97M-V functional and the def2-TZVPD basis) for a structure of composition C54H54GeN7ORe in a non-equilibrium geometry.

The geometry in XYZ format:
```
118
Properties=species:S:1:pos:R:3:forces:R:3
Re 9.53765 0.42975 20.72631 1.1 -1.2 0.9
C 8.53947 3.23005 23.70266 -0.1 0.4 -0.2
C 7.17468 3.00773 22.96467 1.3 0.0 1.8
C 7.22318 2.41558 21.58089 0.5 -0.2 -0.5
N 7.64960 0.99751 21.37466 0.1 0.5 -0.2
C 6.64785 0.05727 21.47669 1.0 -0.4 -0.9
C 5.45553 0.33685 22.13172 1.0 -0.4 -1.6
C 4.34679 -0.46874 22.25577 -0.6 0.4 1.7
C 4.12464 -1.73729 21.81228 -1.2 -1.0 0.0
C 4.88159 -2.61899 21.02322 -0.4 0.7 0.1
C 6.14634 -2.35465 20.55935 1.8 1.3 0.1
C 7.06438 -1.21231 20.86501 -0.6 -1.9 0.3
N 8.41316 -1.29940 20.66132 -1.5 0.1 -0.3
C 9.00160 -2.59643 20.29737 0.2 0.4 -2.0
C 10.56058 -2.61720 20.23931 -2.2 0.0 0.8
C 11.11727 -2.05215 21.50459 2.4 -0.8 1.0
N 10.83515 -0.65676 21.78300 -0.5 0.9 -0.8
C 11.48556 -0.05546 22.82807 -0.9 -0.3 0.5
C 12.08445 -0.84235 23.82560 -0.4 -0.4 0.0
C 12.66879 -0.38626 25.01534 -0.1 -0.8 -0.1
C 12.80443 0.88330 25.52517 0.4 0.2 0.8
C 12.59865 2.09744 24.89063 -0.4 0.4 -0.8
C 11.94362 2.28004 23.67429 0.9 -0.2 0.7
C 11.27356 1.39497 22.85126 -1.0 -1.2 -1.1
N 10.37568 1.81468 21.90444 0.8 0.7 0.4
C 10.15845 3.27515 21.68007 1.2 -0.1 0.5
C 9.53504 4.06625 22.84951 -0.6 -0.4 -0.4
H 9.03449 2.32086 24.01727 0.0 -0.5 -0.1
H 8.31072 3.73000 24.65897 0.1 0.1 -0.5
H 6.83746 4.02898 22.92292 -0.7 0.4 -0.6
H 6.47590 2.51819 23.66659 0.4 -0.1 -0.4
H 7.82872 3.05763 20.93649 0.0 -0.2 0.1
H 6.24822 2.52576 21.14859 -0.7 -0.1 -0.3
H 5.44038 1.34415 22.44684 -0.6 0.5 0.8
H 3.56413 -0.08461 22.95611 0.6 -0.1 -1.0
H 3.13187 -2.08137 22.10519 0.3 -0.3 -0.1
H 4.36486 -3.56153 20.74699 0.7 0.7 0.1
H 6.55441 -3.07983 19.85866 0.1 0.1 0.3
H 8.70431 -2.86022 19.26679 -0.1 0.2 0.1
H 8.54655 -3.38939 20.86177 0.2 -0.4 0.9
H 10.91635 -2.20998 19.30889 0.2 0.9 -0.1
H 10.82435 -3.65158 20.14010 0.3 -0.7 0.3
H 12.22435 -2.15050 21.48694 -0.2 0.3 -0.4
H 10.96980 -2.71437 22.38419 -1.0 0.2 -0.6
H 11.90680 -1.96821 23.75345 0.7 1.9 0.1
H 13.06060 -1.17215 25.66206 -0.3 0.1 -0.1
H 13.15121 0.93468 26.56225 0.2 0.0 -0.5
H 12.95851 3.00582 25.40027 -0.2 -0.5 -0.3
H 11.93055 3.23932 23.23992 0.0 1.3 0.2
H 9.57063 3.41873 20.77609 0.4 -0.4 0.1
H 11.17642 3.72103 21.49552 -0.8 -0.3 -0.2
H 9.00107 4.90604 22.34947 0.4 -0.2 0.6
H 10.39416 4.43234 23.41031 -0.6 0.4 0.5
C 14.88818 -3.81345 21.19423 -1.5 0.3 2.1
C 15.52942 -2.52349 20.88559 0.6 1.4 0.6
C 15.18682 -1.30301 21.55047 -0.5 -1.4 -0.7
C 15.52574 -0.07214 21.05343 1.2 0.1 -1.8
C 16.41669 -0.02624 19.93233 -0.3 -0.8 0.2
N 16.89092 1.19238 19.35522 1.0 -0.9 -0.3
C 16.35639 2.43123 19.27141 -0.2 2.5 -0.7
O 17.00399 3.47089 19.10683 -0.8 -2.1 0.4
N 14.91421 2.57255 19.33053 0.9 1.3 -0.1
C 14.00436 1.76702 18.62100 -1.2 -1.1 2.0
C 14.29300 1.00539 17.49717 0.0 -0.3 -0.3
C 13.35537 0.08425 16.95711 2.2 1.4 0.9
C 12.14807 -0.06004 17.62096 -1.0 -0.2 -1.6
N 11.80118 0.73768 18.65821 2.6 0.6 0.9
C 12.79085 1.52865 19.29483 -0.6 -0.9 -2.4
C 16.90441 -1.23768 19.39464 0.4 0.3 -0.1
C 16.45620 -2.47660 19.86771 -0.6 0.0 -0.6
H 13.83963 -3.74769 20.87964 -0.1 -0.1 0.1
H 14.86720 -4.05438 22.29909 0.2 0.1 -1.2
H 15.27863 -4.61678 20.63477 0.8 -1.0 -0.4
H 14.53104 -1.37014 22.40115 -0.2 0.1 0.2
H 15.08565 0.84964 21.38999 0.1 0.2 0.5
H 17.85395 1.13168 18.98387 -0.8 0.3 0.5
H 14.74648 3.60846 19.27025 0.1 -1.5 0.1
H 15.32399 1.13798 17.13670 -0.7 -0.3 -0.4
H 13.74148 -0.36785 16.03662 -1.0 -0.5 0.5
H 11.31532 -0.68071 17.20308 1.0 0.6 0.6
H 12.61181 1.92568 20.27724 -0.5 0.2 0.0
H 17.66555 -1.25908 18.59229 -0.6 0.4 0.4
H 16.64831 -3.44498 19.35740 0.4 1.0 0.3
C 10.46376 0.72482 19.09522 -1.7 0.0 1.3
Ge 9.08481 1.32439 17.80212 -1.2 -0.5 -1.7
C 8.81137 3.23641 17.66844 0.7 0.6 -0.1
C 9.52337 4.24515 18.34766 -0.1 -0.2 -0.4
C 9.20125 5.58617 18.21117 -1.0 -0.4 -0.9
C 8.19065 5.96369 17.28091 0.5 1.4 1.4
C 7.45280 4.99438 16.67215 -1.2 -1.1 -2.0
C 7.82936 3.63734 16.78587 -1.1 0.9 0.4
C 9.78300 0.80049 15.96532 -1.3 -1.6 0.5
C 10.84804 1.52671 15.46616 -1.2 -0.4 0.1
C 11.31308 1.34752 14.18495 0.0 0.1 0.7
C 10.74942 0.35468 13.43860 0.1 -0.8 -0.7
C 9.73186 -0.47118 13.90550 -0.4 0.2 0.2
C 9.22737 -0.26250 15.19397 -0.7 0.1 0.1
C 7.17176 0.64846 17.96001 0.1 0.5 0.6
C 6.76318 -0.59341 17.44639 0.6 0.6 0.7
C 5.44580 -0.81204 17.13877 -0.6 -0.9 -0.4
C 4.45792 0.10642 17.45861 2.0 0.0 0.5
C 4.81590 1.26806 18.13336 0.0 -1.2 -0.4
C 6.14223 1.55508 18.36532 0.9 -0.7 -0.7
H 10.41695 3.97284 18.88581 0.0 0.0 0.6
H 9.64407 6.28708 18.89009 0.5 0.5 -0.2
H 7.97746 7.04143 17.10268 0.1 -1.0 0.3
H 6.54628 5.20393 15.99261 1.7 0.0 1.1
H 7.21414 2.94317 16.23459 0.1 -0.3 0.0
H 11.19733 2.23143 16.15060 1.1 1.6 0.5
H 12.08888 1.96414 13.79000 0.4 0.3 -0.2
H 11.17167 0.18903 12.47046 -0.1 -0.1 -0.6
H 9.29271 -1.20111 13.21370 0.2 0.2 0.5
H 8.33826 -0.88635 15.53133 1.4 1.0 -0.4
H 7.40691 -1.46314 17.35449 0.4 0.4 -0.3
H 5.25018 -1.76462 16.62814 -0.4 0.4 0.4
H 3.46680 -0.13004 17.29236 -1.9 -0.3 -0.5
H 4.03206 1.88687 18.48029 -0.5 0.8 0.3
H 6.32939 2.51268 18.81052 0.6 0.3 0.1
```
Positions in Å, forces in eV/Å.

Values from the calculation:
LUMO (spin up / spin down), eV: -6.18 / -6.18
Net charge: +2
Orbital gap (spin up / spin down), eV: 6.202 / 6.201
Multiplicity: 1


Which value of multiplicity does entry 2 give?
1